Computed, not measured: a cluster of 2 separate species, C5H16N in total, with ωB97M-V/def2-TZVPD.

The maximum force comes out at 2.6 eV/Å. The charge is +1. The HOMO-LUMO gap comes out at 10.203 eV.

Structure (XYZ):
```
22
Properties=species:S:1:pos:R:3:forces:R:3
C -2.128 0.144 -0.039 0.0 -0.3 -2.6
C -1.735 -0.547 1.223 -0.6 -1.0 0.7
N -2.430 1.602 0.195 -0.1 1.1 1.1
H -1.320 0.088 -0.765 0.4 0.4 0.2
H -2.916 -0.246 -0.721 -0.2 -0.1 1.4
H -1.716 -1.628 1.090 -0.4 -0.1 -0.4
H -2.478 -0.378 2.026 0.6 0.0 -0.1
H -1.731 2.274 -0.138 0.4 -0.4 0.2
H -3.298 2.018 -0.149 -0.3 -0.8 -0.3
H -2.510 1.698 1.221 0.2 0.3 -0.3
H -0.695 -0.405 1.515 -0.2 0.8 0.2
C 1.561 -0.262 -0.315 -2.3 0.2 1.0
C 2.246 0.443 -1.465 1.2 0.1 0.1
C 2.291 -1.397 0.359 1.5 -0.7 -1.6
H 1.240 0.390 0.515 0.5 0.6 -0.2
H 0.537 -0.511 -0.667 0.6 -0.8 -0.1
H 1.583 0.513 -2.320 0.0 0.2 -0.2
H 1.773 -2.194 0.870 -0.7 0.3 0.4
H 2.845 -1.936 -0.425 -0.1 0.0 0.1
H 3.088 -0.996 0.970 0.1 0.1 0.5
H 2.637 1.425 -1.191 -0.3 0.1 -0.1
H 3.152 -0.096 -1.788 -0.4 -0.1 0.0
```
Positions in Å, forces in eV/Å.